{
  "formula": "C11H24Cl2I2NO6P2",
  "method": "ωB97M-V with the def2-TZVPD basis set",
  "elements": ["C", "O", "C", "P", "C", "C", "C", "I", "P", "O", "I", "O", "C", "C", "Cl", "C", "C", "C", "Cl", "O", "H", "H", "H", "H", "H", "H", "H", "H", "H", "H", "H", "H", "H", "H", "H", "H", "H", "H", "H", "H", "H", "C", "N", "O", "O", "H", "H", "H"],
  "positions_angstrom": [[-2.3191, 0.3561, 2.0455], [-0.9798, 0.7419, 1.8888], [-0.2760, -0.0365, 0.9118], [0.7288, 1.1877, -0.1977], [1.5069, 2.6104, -1.2423], [1.5840, 4.0034, -0.5923], [2.9534, 4.6972, -0.6980], [4.0079, 5.0809, 1.1525], [2.3110, 1.5013, 1.4418], [1.6367, 0.8507, 2.8300], [4.1688, -0.1259, 1.1239], [1.7410, -0.0232, -0.9049], [1.5005, -0.0996, -2.2798], [-0.0381, -0.0755, -2.4046], [-0.5080, 0.5120, -4.0544], [-0.4855, -1.5299, -2.2006], [-1.8814, -1.9452, -2.5785], [-1.9611, -3.4544, -2.6059], [-3.1079, -1.3737, -1.3983], [-0.4586, 0.8239, -1.4922], [-2.7831, 1.0722, 2.7195], [-2.4247, -0.6304, 2.4973], [-2.8430, 0.4071, 1.0922], [0.3571, -0.7888, 1.3840], [-1.0143, -0.5663, 0.3297], [-0.0839, 2.2235, 0.4127], [0.8306, 2.7015, -2.0810], [2.4798, 2.3650, -1.6600], [1.2348, 4.0121, 0.4355], [0.9166, 4.6646, -1.1337], [2.8480, 5.6901, -1.1012], [3.6257, 4.1692, -1.3516], [0.8936, 1.4128, 3.1186], [1.9839, 0.6614, -2.8944], [1.9438, -1.0374, -2.6045], [-0.2763, -1.8464, -1.1896], [0.1599, -2.1190, -2.8402], [-2.1476, -1.5758, -3.5553], [-1.3929, -3.8317, -3.4490], [-1.5670, -3.8839, -1.6921], [-2.9828, -3.7945, -2.7045], [-1.4551, -2.9426, 4.4875], [-1.3612, -3.7166, 3.2178], [-1.4409, -3.0968, 2.1804], [-1.2029, -4.9212, 3.3206], [-1.5860, -1.8955, 4.2411], [-2.3043, -3.3303, 5.0420], [-0.5312, -3.1040, 5.0337]],
  "nbo_charge": [-0.23, -0.58, -0.39, 1.29, -0.74, -0.45, -0.46, 0.02, 0.57, -1.04, -0.22, -0.83, -0.11, 0.32, -0.14, -0.47, -0.17, -0.61, -0.09, -0.81, 0.17, 0.15, 0.18, 0.18, 0.19, -0.14, 0.23, 0.20, 0.22, 0.20, 0.20, 0.21, 0.50, 0.17, 0.18, 0.24, 0.21, 0.22, 0.20, 0.21, 0.21, -0.49, 0.53, -0.35, -0.40, 0.24, 0.22, 0.24],
  "gap_ev": 6.2,
  "charge": -1,
  "total_energy_ev": -85393.7539,
  "fmax_ev_per_a": 1.27,
  "e_homo_ha": -0.1419,
  "relative_energy_kj_mol": 50.8
}


{
  "formula": "C11H24Cl8O",
  "method": "ωB97M-V with the def2-TZVPD basis set",
  "elements": ["C", "C", "C", "O", "H", "H", "H", "H", "H", "H", "H", "H", "Cl", "C", "C", "Cl", "H", "H", "H", "H", "Cl", "C", "C", "Cl", "H", "H", "H", "H", "Cl", "C", "C", "Cl", "H", "H", "H", "H", "Cl", "C", "C", "Cl", "H", "H", "H", "H"],
  "positions_angstrom": [[2.6726, 0.3877, 0.2945], [1.3660, 1.1033, -0.0940], [0.1458, 0.2261, 0.1097], [1.2635, 2.3223, 0.6845], [3.1488, -0.1139, -0.5512], [2.4726, -0.4079, 1.0205], [3.3592, 1.0769, 0.7775], [1.4003, 1.3616, -1.1614], [-0.8153, 0.7133, -0.0087], [0.1399, -0.2858, 1.0719], [0.3087, -0.4794, -0.7129], [1.8743, 2.9725, 0.3234], [-1.5265, -3.9498, 4.2501], [-1.8161, -4.2111, 2.4667], [-1.6383, -2.9293, 1.7238], [-1.8746, -3.2578, -0.0209], [-2.8541, -4.5132, 2.4779], [-1.1536, -5.0054, 2.1580], [-0.6934, -2.4328, 1.9121], [-2.4082, -2.2233, 2.0317], [1.0826, -1.0455, -3.4669], [-0.1607, -0.3148, -4.5535], [-0.5719, -1.2888, -5.6655], [0.5884, -1.2867, -7.0313], [0.2774, 0.5805, -4.9656], [-1.0496, -0.1635, -3.9419], [-1.5494, -0.9995, -6.0624], [-0.6796, -2.3133, -5.3292], [0.6927, -0.2838, 5.3941], [2.3012, 0.4682, 5.2812], [3.3625, -0.5564, 4.9536], [3.9330, -1.3957, 6.4234], [2.4930, 1.0062, 6.1975], [2.2634, 1.1806, 4.4524], [4.2338, -0.0799, 4.5089], [3.0104, -1.3025, 4.2558], [-4.7139, 3.6868, -3.5270], [-2.9918, 3.7041, -3.1123], [-2.7430, 3.2907, -1.6909], [-2.8846, 1.5449, -1.4567], [-2.6642, 4.7312, -3.2479], [-2.4783, 3.0449, -3.8009], [-3.3803, 3.8370, -0.9932], [-1.7427, 3.6012, -1.3750]],
  "nbo_charge": [-0.64, 0.10, -0.63, -0.74, 0.21, 0.20, 0.21, 0.16, 0.23, 0.20, 0.22, 0.46, -0.09, -0.35, -0.39, -0.06, 0.22, 0.22, 0.23, 0.22, -0.08, -0.38, -0.38, -0.07, 0.23, 0.23, 0.22, 0.23, -0.06, -0.39, -0.38, -0.07, 0.23, 0.22, 0.22, 0.23, -0.05, -0.39, -0.40, -0.05, 0.22, 0.22, 0.23, 0.23],
  "gap_ev": 10.8,
  "charge": 0,
  "total_energy_ev": -114023.5990,
  "fmax_ev_per_a": 1.42,
  "smiles": "CC(C)O.ClCCCl.ClCCCl.ClCCCl.ClCCCl",
  "e_homo_ha": -0.3815
}


{
  "formula": "C11H24F3O5PS2",
  "method": "ωB97M-V with the def2-TZVPD basis set",
  "elements": ["O", "C", "C", "P", "C", "F", "F", "F", "H", "H", "H", "H", "H", "H", "H", "H", "O", "S", "O", "C", "C", "C", "C", "H", "H", "H", "H", "H", "H", "H", "H", "O", "S", "O", "C", "C", "C", "C", "H", "H", "H", "H", "H", "H", "H", "H"],
  "positions_angstrom": [[-3.1933, -1.7870, 2.1533], [-3.2383, -0.3757, 2.1909], [-3.2929, 0.2356, 0.8023], [-1.5036, 0.7713, 0.2427], [-4.4185, 0.0101, 3.0668], [-4.2235, -0.4054, 4.3481], [-5.5865, -0.5294, 2.6587], [-4.5694, 1.3558, 3.1069], [-3.0511, -2.0730, 1.2545], [-2.3548, -0.0374, 2.7405], [-3.9122, 1.1272, 0.7857], [-3.7241, -0.4817, 0.1049], [-1.8282, 0.5781, -1.1097], [-0.9282, -0.2441, 1.0580], [-1.7637, 2.0494, 0.8166], [-0.1625, 1.2131, -0.1122], [0.8000, -0.6782, -2.6348], [-0.1881, -0.3065, -3.6146], [-1.5841, -0.1974, -3.2734], [0.3420, 1.1971, -4.4254], [1.1812, 0.7117, -5.6031], [0.4088, -0.4687, -6.2091], [-0.0239, -1.3764, -5.0503], [0.8901, 1.8096, -3.7135], [-0.5524, 1.7200, -4.7619], [1.3421, 1.5061, -6.3298], [2.1582, 0.3756, -5.2500], [-0.4723, -0.0957, -6.7342], [1.0110, -1.0183, -6.9306], [-0.9792, -1.8609, -5.2325], [0.7318, -2.1230, -4.8149], [1.5251, 1.5202, 2.0055], [1.5106, 0.4418, 2.9594], [0.2695, -0.1009, 3.4523], [2.5366, -0.8846, 2.3375], [3.9304, -0.5571, 2.8638], [3.7357, -0.1124, 4.3205], [2.5694, 0.8845, 4.3434], [2.4672, -0.9079, 1.2521], [2.1584, -1.8153, 2.7592], [4.5954, -1.4159, 2.7876], [4.3651, 0.2579, 2.2815], [3.4913, -0.9799, 4.9361], [4.6394, 0.3355, 4.7306], [1.9868, 0.8255, 5.2587], [2.9045, 1.9069, 4.1821]],
  "nbo_charge": [-0.70, 0.00, -0.79, 0.64, 0.96, -0.33, -0.33, -0.33, 0.47, 0.20, 0.23, 0.21, -0.01, -0.04, -0.03, -0.16, -0.94, 2.17, -0.95, -0.67, -0.41, -0.40, -0.68, 0.26, 0.24, 0.23, 0.22, 0.21, 0.23, 0.25, 0.25, -0.94, 2.17, -0.94, -0.68, -0.41, -0.40, -0.68, 0.26, 0.24, 0.23, 0.22, 0.21, 0.22, 0.25, 0.25],
  "gap_ev": 8.3,
  "charge": 0,
  "total_energy_ev": -61142.4172,
  "fmax_ev_per_a": 0.60,
  "smiles": "O[C@@H](C[PH4])C(F)(F)F.O=S1(=O)CCCC1.O=S1(=O)CCCC1",
  "e_homo_ha": -0.2838
}


{
  "formula": "C11H24INO7PS2",
  "method": "ωB97M-V with the def2-TZVPD basis set",
  "elements": ["O", "P", "O", "O", "N", "C", "C", "C", "I", "H", "H", "H", "H", "H", "H", "H", "H", "C", "C", "C", "S", "O", "O", "C", "H", "H", "H", "H", "H", "H", "H", "H", "C", "C", "C", "S", "O", "O", "C", "H", "H", "H", "H", "H", "H", "H", "H"],
  "positions_angstrom": [[-1.4875, 0.2204, -0.7442], [-0.1071, -0.2656, -1.0561], [-0.0964, -1.0972, -2.4531], [0.1501, -1.5687, -0.0553], [1.1316, 0.6921, -1.1320], [1.3239, 1.6259, -0.0373], [2.0915, 1.0289, 1.1661], [1.4888, 1.2624, 2.5351], [0.9365, 3.3125, 2.9164], [0.8190, -1.3620, -2.6109], [-0.0861, -1.3284, 0.8504], [0.3626, 2.0349, 0.2963], [1.9121, 2.4723, -0.3976], [2.1149, -0.0555, 1.0185], [3.1294, 1.3673, 1.1585], [0.5903, 0.6723, 2.6886], [2.1916, 1.0443, 3.3317], [-0.0647, -5.7610, 1.4697], [-0.2863, -5.6499, 2.9850], [0.9359, -4.9329, 3.5700], [1.5660, -3.8710, 2.2531], [2.8755, -4.3481, 1.8833], [1.3646, -2.4946, 2.6243], [0.3866, -4.3797, 1.0078], [-0.9706, -6.0703, 0.9501], [0.7127, -6.4999, 1.2604], [-1.1865, -5.0634, 3.1779], [-0.4244, -6.6266, 3.4485], [0.6985, -4.3052, 4.4249], [1.7335, -5.6268, 3.8282], [0.8794, -4.3581, 0.0404], [-0.4280, -3.6592, 1.0096], [-2.8208, 3.7542, -2.6852], [-2.3872, 4.9404, -3.5611], [-1.0869, 5.4903, -2.9650], [-0.2861, 4.0876, -2.1440], [-0.2542, 4.3794, -0.7327], [0.9137, 3.7555, -2.8640], [-1.5770, 2.9009, -2.4697], [-3.6169, 3.1763, -3.1536], [-3.1911, 4.1172, -1.7234], [-2.2059, 4.5898, -4.5796], [-3.1546, 5.7142, -3.6116], [-0.4017, 5.8827, -3.7123], [-1.2741, 6.2433, -2.2015], [-1.6243, 2.1983, -1.6330], [-1.2903, 2.3602, -3.3715]],
  "nbo_charge": [-1.19, 2.42, -1.00, -1.05, -1.18, -0.23, -0.46, -0.45, -0.01, 0.49, 0.49, 0.18, 0.18, 0.24, 0.19, 0.21, 0.21, -0.41, -0.40, -0.68, 2.18, -0.95, -0.94, -0.67, 0.22, 0.21, 0.21, 0.21, 0.25, 0.24, 0.27, 0.26, -0.40, -0.40, -0.68, 2.18, -0.95, -0.94, -0.70, 0.22, 0.21, 0.20, 0.21, 0.24, 0.23, 0.33, 0.24],
  "gap_ev": 6.3,
  "charge": -1,
  "total_energy_ev": -66682.4206,
  "fmax_ev_per_a": 0.30,
  "e_homo_ha": -0.1430,
  "relative_energy_kj_mol": 0.0
}


{
  "formula": "C11H24N2O",
  "method": "ωB97M-V with the def2-TZVPD basis set",
  "elements": ["C", "N", "C", "C", "N", "C", "C", "C", "H", "H", "H", "H", "H", "H", "H", "H", "H", "H", "H", "H", "H", "H", "C", "C", "C", "O", "C", "C", "H", "H", "H", "H", "H", "H", "H", "H", "H", "H"],
  "positions_angstrom": [[2.0091, -1.4360, 2.2550], [1.5168, -0.4228, 1.3755], [1.2987, -0.5897, -0.0874], [2.6349, -0.9952, -0.7130], [0.6533, 0.4889, -0.8651], [1.0595, 1.6587, -0.9848], [2.1756, 2.3595, -0.3071], [0.2914, 2.4579, -2.0314], [2.7494, -2.0395, 1.7910], [2.3246, -0.9919, 3.1523], [1.2614, -2.2038, 2.5573], [0.6041, -0.2303, 1.8169], [0.4968, -1.3520, -0.1822], [3.4694, -0.3846, -0.3882], [2.3624, -1.1224, -1.7286], [2.8335, -2.0404, -0.5142], [1.6018, 3.1685, 0.3167], [2.8142, 2.7645, -1.0898], [2.6433, 1.7454, 0.5339], [0.5991, 3.4781, -1.9889], [-0.7649, 2.3440, -1.7493], [0.5024, 1.8523, -2.9652], [-3.5084, -0.7998, 1.8936], [-2.4102, -0.0244, 1.1383], [-2.5695, 0.3707, -0.2755], [-2.5065, 1.4984, -0.6964], [-2.7228, -0.8344, -1.2936], [-1.5067, -0.9419, -2.2849], [-3.1579, -0.8191, 2.9720], [-3.3481, -1.8936, 1.6376], [-4.5349, -0.4986, 1.8163], [-1.4933, -0.7862, 1.1158], [-2.1289, 0.8810, 1.6435], [-2.9056, -1.7798, -0.7489], [-3.5092, -0.4861, -1.9252], [-0.8371, -0.1603, -1.8862], [-1.7857, -0.8155, -3.2694], [-0.9379, -1.8451, -2.0553]],
  "nbo_charge": [-0.40, -0.65, 0.11, -0.65, -0.50, 0.38, -0.72, -0.69, 0.19, 0.20, 0.15, 0.35, 0.15, 0.22, 0.23, 0.21, 0.24, 0.23, 0.25, 0.21, 0.27, 0.23, -0.61, -0.51, 0.63, -0.57, -0.52, -0.64, 0.22, 0.21, 0.22, 0.21, 0.22, 0.20, 0.23, 0.27, 0.20, 0.19],
  "gap_ev": 9.3,
  "charge": 0,
  "total_energy_ev": -16821.0801,
  "fmax_ev_per_a": 4.17,
  "smiles": "CN[C@H](C)N=C(C)C.CCC(=O)CC",
  "e_homo_ha": -0.3157,
  "relative_energy_kj_mol": 169.4
}